Entry 1:
ORCA calculation (ωB97M-V with the def2-TZVPD basis set) on a 4-piece molecular cluster, C24H56BN5O5P overall in a non-equilibrium geometry.

```
! wB97M-V def2-TZVPD RIJCOSX def2/J DEFGRID3
* xyz -1 1
C 7.85 1.63 2.21
C 6.90 1.97 1.09
O 7.15 2.82 0.26
O 5.74 1.26 1.09
C 5.64 0.28 0.03
C 4.64 0.71 -1.02
C 3.18 0.69 -0.53
C 2.15 0.40 -1.64
C 1.41 -0.94 -1.46
C 0.03 -0.88 -2.11
C -1.04 -0.33 -1.15
C -1.94 -1.37 -0.43
B -1.81 -1.26 1.20
C -2.58 0.05 1.81
C -4.08 0.16 1.50
C -4.32 1.14 0.35
C -4.27 2.62 0.79
C -3.88 3.52 -0.38
N -2.41 3.58 -0.53
P -2.33 -2.94 2.02
N -3.89 -3.37 1.98
H 8.87 1.66 1.82
H 7.77 2.40 2.98
H 7.63 0.67 2.66
H 6.63 0.12 -0.41
H 5.30 -0.64 0.51
H 4.91 1.71 -1.37
H 4.73 0.03 -1.88
H 3.09 -0.04 0.29
H 2.97 1.67 -0.09
H 1.42 1.20 -1.68
H 2.70 0.40 -2.59
H 1.31 -1.14 -0.39
H 1.99 -1.75 -1.91
H -0.26 -1.86 -2.50
H 0.10 -0.21 -2.98
H -0.52 0.29 -0.40
H -1.69 0.35 -1.71
H -2.97 -1.22 -0.77
H -1.61 -2.37 -0.73
H -0.61 -1.14 1.47
H -2.41 0.13 2.89
H -2.07 0.92 1.37
H -4.62 0.54 2.38
H -4.53 -0.81 1.26
H -5.31 0.96 -0.08
H -3.60 0.97 -0.46
H -3.53 2.73 1.59
H -5.26 2.90 1.15
H -4.28 4.53 -0.26
H -4.33 3.11 -1.29
H -2.02 2.77 -0.06
H -2.15 3.46 -1.51
H -1.89 -2.94 3.36
H -1.55 -3.93 1.37
H -4.04 -4.24 1.49
C -0.41 -1.36 -6.84
C -0.80 -2.17 -5.62
O 0.00 -2.47 -4.76
N -2.11 -2.52 -5.50
C -3.21 -2.24 -6.40
H 0.66 -1.16 -6.77
H -0.61 -1.92 -7.76
H -0.95 -0.42 -6.88
H -2.31 -3.04 -4.66
H -3.98 -1.65 -5.90
H -3.66 -3.16 -6.76
H -2.85 -1.67 -7.26
C 2.26 5.45 -1.76
C 1.28 4.30 -1.78
O 1.37 3.38 -2.58
N 0.28 4.30 -0.86
C 0.00 5.28 0.17
H 2.99 5.29 -2.54
H 1.75 6.40 -1.93
H 2.78 5.50 -0.80
H -0.33 3.50 -0.92
H 0.04 4.82 1.16
H -1.00 5.71 0.04
H 0.73 6.09 0.13
C -0.82 -3.31 6.58
C -0.21 -4.24 5.55
O 0.02 -3.88 4.42
N 0.06 -5.52 5.95
C -0.15 -6.12 7.24
H -0.98 -2.35 6.10
H -1.78 -3.69 6.93
H -0.16 -3.18 7.44
H 0.46 -6.09 5.22
H 0.79 -6.48 7.67
H -0.83 -6.97 7.17
H -0.58 -5.40 7.93
*
```

* energy above the lowest of the compared OMol25 structures with the same formula, charge and spin: 0.0000 eV

---

Entry 2:
ORCA calculation (ωB97M-V with the def2-TZVPD basis set) on one molecule with the formula C3H5N3O.

```
! wB97M-V def2-TZVPD RIJCOSX def2/J DEFGRID3
* xyz 0 1
N 2.09 -0.76 0.32
C 0.86 -0.34 0.11
C -0.69 1.97 -0.50
N -1.36 1.01 0.07
C -0.83 -0.33 0.38
O -1.40 -1.00 1.22
N -0.03 -0.90 -0.71
H 2.51 -1.53 -0.19
H 2.68 -0.24 0.94
H -1.38 2.83 -0.57
H -2.31 1.06 0.43
H -0.04 -1.89 -0.99
*
```

* energy above the lowest of the compared OMol25 structures with the same formula, charge and spin: 5.1695 eV

---

Entry 3:
ORCA calculation (ωB97M-V with the def2-TZVPD basis set) on a 7-piece molecular cluster, C28H67NO23S8Si overall in a non-equilibrium geometry.

```
! wB97M-V def2-TZVPD RIJCOSX def2/J DEFGRID3
* xyz 0 1
C 1.99 0.16 1.14
Si 1.56 1.43 -0.22
C 1.15 3.05 0.67
C 0.09 0.67 -1.16
O 2.95 1.63 -1.19
C 2.83 2.73 -2.10
C 3.87 2.68 -3.26
C 3.21 2.87 -4.67
C 2.19 1.72 -4.93
C 1.45 1.86 -6.31
S -0.01 2.96 -6.02
O 0.95 0.53 -6.75
C -0.19 0.62 -7.41
N -1.14 0.62 -8.03
C 2.40 2.43 -7.41
O 3.75 2.00 -7.25
S 4.48 2.78 -6.00
O 5.56 1.95 -5.55
O 4.88 4.11 -6.34
H 2.78 0.59 1.78
H 2.30 -0.76 0.59
H 1.04 -0.03 1.68
H 1.50 3.95 0.14
H 0.08 3.18 0.91
H 1.68 3.05 1.65
H -0.70 0.33 -0.45
H 0.47 -0.26 -1.64
H -0.35 1.34 -1.93
H 3.03 3.66 -1.53
H 1.77 2.77 -2.46
H 4.60 3.51 -3.12
H 4.41 1.71 -3.30
H 2.77 3.89 -4.72
H 1.41 1.70 -4.15
H 2.76 0.76 -4.93
H -0.44 2.67 -4.76
H 2.04 2.06 -8.39
H 2.34 3.54 -7.40
C -1.57 -4.97 -1.84
C -2.44 -4.37 -0.75
O -1.91 -4.59 0.56
S -0.62 -3.74 1.00
C -0.64 -4.18 2.71
O -0.93 -2.35 0.87
O 0.54 -4.31 0.40
H -0.60 -4.46 -1.89
H -2.04 -4.87 -2.82
H -1.37 -6.02 -1.64
H -2.61 -3.30 -0.92
H -3.42 -4.86 -0.78
H -1.54 -3.78 3.17
H 0.25 -3.74 3.17
H -0.60 -5.26 2.80
C -6.23 3.34 -0.40
C -5.33 2.13 -0.60
O -4.98 1.93 -1.98
S -3.92 2.93 -2.64
C -3.67 2.04 -4.14
O -2.72 2.91 -1.87
O -4.59 4.16 -2.96
H -5.71 4.26 -0.65
H -6.56 3.41 0.63
H -7.10 3.27 -1.05
H -4.43 2.20 0.01
H -5.86 1.23 -0.28
H -3.19 1.08 -3.90
H -3.01 2.64 -4.77
H -4.62 1.89 -4.63
C -0.71 -10.89 3.13
C -1.19 -10.14 4.35
O -0.11 -9.57 5.11
S 0.65 -8.30 4.51
C 1.58 -7.89 5.94
O -0.32 -7.26 4.27
O 1.55 -8.72 3.48
H -0.24 -10.22 2.41
H -1.54 -11.39 2.63
H 0.04 -11.64 3.41
H -1.91 -9.36 4.08
H -1.71 -10.83 5.02
H 0.91 -7.59 6.74
H 2.24 -7.06 5.68
H 2.18 -8.76 6.23
C 1.52 8.81 3.48
C 2.62 8.28 2.58
O 3.39 7.25 3.22
S 2.72 5.81 3.40
C 4.17 4.94 3.91
O 2.31 5.32 2.12
O 1.81 5.85 4.50
H 0.77 8.05 3.68
H 1.02 9.66 3.00
H 1.93 9.13 4.44
H 2.23 7.92 1.63
H 3.32 9.09 2.35
H 4.88 4.93 3.09
H 3.87 3.93 4.16
H 4.58 5.44 4.79
C 0.77 4.72 7.14
C -0.14 5.33 8.20
O 0.38 5.14 9.53
S 1.64 6.02 9.98
C 1.59 5.61 11.70
O 1.32 7.40 9.82
O 2.83 5.45 9.41
H 1.73 5.24 7.10
H 0.31 4.79 6.15
H 0.97 3.67 7.37
H -0.31 6.39 8.00
H -1.10 4.83 8.17
H 0.68 6.00 12.13
H 2.46 6.07 12.17
H 1.64 4.53 11.80
C -1.51 -4.98 -8.31
C -2.96 -5.42 -8.29
O -3.14 -6.67 -7.59
S -3.02 -6.66 -5.99
C -3.62 -8.30 -5.72
O -3.97 -5.72 -5.46
O -1.64 -6.62 -5.63
H -1.15 -4.74 -7.30
H -1.39 -4.08 -8.92
H -0.87 -5.77 -8.70
H -3.61 -4.65 -7.85
H -3.30 -5.59 -9.31
H -4.67 -8.35 -6.02
H -3.54 -8.50 -4.65
H -3.01 -9.00 -6.28
*
```

* SMILES: C[Si](C)(C)OCC[C@@H]1C[C@](S)(OC#N)COS1(=O)=O.CCOS(C)(=O)=O.CCOS(C)(=O)=O.CCOS(C)(=O)=O.CCOS(C)(=O)=O.CCOS(C)(=O)=O.CCOS(C)(=O)=O
* total energy: -6367.2421 a.u.

---

Entry 4:
ORCA calculation (ωB97M-V with the def2-TZVPD basis set) on an isolated ion of composition C9H10N and charge +1 in a non-equilibrium geometry.

```
! wB97M-V def2-TZVPD RIJCOSX def2/J DEFGRID3
* xyz 1 1
C -2.72 0.90 -0.24
C -2.94 -0.35 0.30
C -1.42 1.49 -0.27
C -1.84 -1.15 0.45
C -0.34 0.67 -0.05
C 1.03 1.15 -0.03
C 2.10 0.37 0.06
C 0.44 -1.66 0.02
C 3.44 0.03 0.07
N -0.59 -0.72 0.10
H -3.53 1.50 -0.64
H -3.96 -0.74 0.36
H -1.20 2.42 -0.65
H -1.90 -2.27 0.62
H 1.14 2.29 -0.02
H 0.61 -1.62 -1.02
H 0.26 -2.45 0.75
H 3.75 -0.63 0.90
H 3.92 1.04 0.27
H 3.76 -0.28 -0.97
*
```

* energy above the lowest of the compared OMol25 structures with the same formula, charge and spin: 4.1901 eV

---

Entry 5:
ORCA calculation (ωB97M-V with the def2-TZVPD basis set) on C10H21N5O7P2SSr as an isolated structure in a non-equilibrium geometry.

```
! wB97M-V def2-TZVPD RIJCOSX def2/J DEFGRID3
* xyz 0 1
Sr 0.43 0.45 0.19
C -0.47 -2.41 2.56
C -1.84 -2.21 1.92
N -1.86 -1.05 1.03
C -2.73 -1.18 -0.12
C -2.24 -2.21 -1.14
S -0.44 -2.38 -1.36
C -0.01 -3.81 -0.32
C 0.94 -3.51 0.85
N 0.62 -2.31 1.59
H -0.31 -1.64 3.31
H -0.46 -3.39 3.07
H -2.10 -3.09 1.33
H -2.59 -2.13 2.71
H -2.11 -0.22 1.57
H -3.76 -1.47 0.15
H -2.80 -0.20 -0.60
H -2.61 -3.21 -0.91
H -2.63 -1.95 -2.12
H -0.93 -4.26 0.03
H 0.47 -4.55 -0.97
H 0.96 -4.41 1.49
H 1.95 -3.39 0.45
H 1.44 -1.95 2.06
C 1.90 3.51 -3.24
C 0.73 2.99 -2.42
O -0.50 3.68 -2.75
P 0.27 1.29 -3.14
O -2.18 1.43 -2.40
O 1.41 0.35 -2.41
O -0.93 0.82 -2.05
P 1.07 3.11 -0.60
O 1.49 4.64 -0.45
O 2.18 2.17 -0.24
O -0.25 2.81 0.07
H 1.73 3.37 -4.31
H 2.82 2.99 -2.95
H 2.04 4.58 -3.06
H -0.52 4.52 -2.27
H -1.99 2.37 -2.20
H 1.64 -0.42 -2.96
H 2.20 4.79 0.18
N 3.42 3.05 4.68
C 2.68 2.15 4.67
N 1.85 1.11 4.74
C 1.29 0.80 3.63
N 0.72 0.39 2.68
*
```

* energy above the lowest of the compared OMol25 structures with the same formula, charge and spin: 5.8065 eV

---

Entry 6:
ORCA calculation (ωB97M-V with the def2-TZVPD basis set) on a 2-piece molecular cluster, C2H3F2IO overall in a non-equilibrium geometry.

```
! wB97M-V def2-TZVPD RIJCOSX def2/J DEFGRID3
* xyz 0 3
C -0.31 -1.34 -0.49
C -1.18 -0.36 -0.43
O 1.23 1.75 0.88
F -2.05 0.19 -1.24
F -1.17 0.40 0.68
I 0.05 -2.34 -2.27
H 1.35 2.20 1.71
H 0.40 -1.49 0.30
H 1.68 0.99 0.86
*
```

* energy above the lowest of the compared OMol25 structures with the same formula, charge and spin: 1.3046 eV
* expectation value of S²: 2.012

---

Entry 7:
ORCA calculation (ωB97M-V with the def2-TZVPD basis set) on C5H5NO as an isolated structure in a non-equilibrium geometry.

```
! wB97M-V def2-TZVPD RIJCOSX def2/J DEFGRID3
* xyz 0 1
O 0.89 0.62 1.70
C 1.21 0.00 0.71
C 0.36 -1.06 -0.01
C -1.06 -0.65 -0.10
C -1.06 0.82 0.09
C -0.07 0.94 -0.81
N -0.13 -0.48 -1.26
H 2.23 0.07 0.30
H 0.62 -2.13 -0.03
H -1.90 -1.34 -0.07
H -1.62 1.47 0.74
H 0.51 1.73 -1.25
*
```

* energy above the lowest of the compared OMol25 structures with the same formula, charge and spin: 4.6719 eV

---

Entry 8:
ORCA calculation (ωB97M-V with the def2-TZVPD basis set) on a 7-piece molecular cluster, C28H56O14S7 overall in a non-equilibrium geometry.

```
! wB97M-V def2-TZVPD RIJCOSX def2/J DEFGRID3
* xyz 0 1
O 1.09 -1.59 3.79
S 0.90 -0.46 2.84
O 1.94 0.09 2.15
C -0.28 -0.95 1.60
C -1.28 0.20 1.47
C -1.54 0.78 2.85
C -0.22 0.82 3.52
H -0.89 -1.70 2.10
H 0.19 -1.21 0.66
H -0.57 1.02 1.00
H -2.21 -0.01 0.95
H -2.26 0.04 3.28
H -1.87 1.68 2.64
H -0.37 0.76 4.68
H 0.43 1.69 3.30
O 4.74 0.23 -0.28
S 5.14 1.28 0.62
O 5.58 1.06 2.00
C 6.15 2.41 -0.29
C 5.64 3.81 0.00
C 4.08 3.75 0.06
C 3.65 2.39 0.81
H 5.96 2.28 -1.23
H 7.25 2.21 -0.10
H 6.03 4.20 1.11
H 6.10 4.48 -0.79
H 3.87 3.59 -0.95
H 3.54 4.72 0.29
H 2.85 1.84 0.47
H 3.65 2.70 1.82
O -2.86 1.25 -2.60
S -3.92 0.34 -2.84
O -5.24 0.81 -2.93
C -3.47 -0.48 -4.35
C -3.20 -1.97 -3.95
C -4.06 -2.35 -2.75
C -3.77 -1.12 -1.80
H -2.65 0.14 -4.66
H -4.11 -0.20 -5.12
H -3.44 -2.63 -4.83
H -2.24 -2.13 -3.69
H -3.58 -3.02 -2.28
H -5.12 -2.40 -3.06
H -2.80 -1.16 -1.35
H -4.54 -0.96 -0.95
O -6.65 -1.45 1.10
S -6.21 -2.27 2.18
O -7.19 -2.72 3.10
C -5.19 -3.57 1.55
C -4.33 -3.90 2.84
C -3.81 -2.49 3.34
C -4.89 -1.50 3.16
H -4.82 -3.05 0.75
H -5.99 -4.42 1.25
H -4.89 -4.43 3.51
H -3.35 -4.53 2.52
H -2.95 -2.25 2.85
H -3.77 -2.45 4.49
H -4.40 -0.66 2.61
H -5.27 -1.09 4.21
O 1.74 -3.73 -1.33
S 2.72 -4.48 -0.60
O 3.13 -5.79 -0.93
C 4.10 -3.40 -0.37
C 3.94 -2.91 1.03
C 3.06 -3.88 1.86
C 2.06 -4.55 1.04
H 4.27 -2.61 -1.18
H 4.78 -4.30 -0.51
H 4.89 -2.98 1.66
H 3.48 -1.96 1.20
H 2.38 -3.52 2.50
H 3.73 -4.58 2.40
H 1.13 -4.23 1.14
H 1.85 -5.37 1.45
O 1.39 5.78 0.77
S 0.64 4.57 0.79
O 0.75 3.53 1.83
C -1.02 5.20 0.98
C -1.77 4.38 -0.11
C -0.92 4.16 -1.26
C 0.52 3.89 -0.79
H -0.95 6.12 0.66
H -1.42 5.02 2.08
H -2.15 3.45 0.38
H -2.66 4.91 -0.45
H -0.92 5.03 -2.01
H -1.24 3.29 -1.90
H 1.23 4.25 -1.47
H 0.73 2.84 -0.73
O 1.51 2.67 -3.88
S 1.92 1.27 -3.86
O 2.63 0.81 -5.00
C 2.66 0.86 -2.40
C 1.75 0.10 -1.44
C 0.72 -0.51 -2.32
C 0.44 0.37 -3.52
H 3.11 1.59 -1.91
H 3.41 0.36 -2.87
H 2.17 -0.50 -0.61
H 1.24 0.68 -0.61
H -0.35 -0.78 -1.84
H 1.08 -1.39 -2.59
H -0.36 1.12 -3.56
H -0.04 -0.22 -4.40
*
```

* SMILES: O=S1(=O)CCCC1.O=S1(=O)CCCC1.O=S1(=O)CCCC1.O=S1(=O)CCCC1.O=S1(=O)CCCC1.O=S1(=O)CCCC1.O=S1(=O)CCCC1
* energy above the lowest of the compared OMol25 structures with the same formula, charge and spin: 11.3474 eV

---

Entry 9:
ORCA calculation (ωB97M-V with the def2-TZVPD basis set) on C11H26IrN3S2Se2 as an isolated structure in a non-equilibrium geometry.

```
! wB97M-V def2-TZVPD RIJCOSX def2/J DEFGRID3
* xyz 4 5
Ir 0.24 0.32 -0.33
C 5.50 1.52 -0.77
Se 4.19 0.93 0.50
C 3.38 2.63 1.10
C 2.70 3.44 0.02
Se 0.89 2.84 -0.54
C 0.98 3.53 -2.35
H 6.47 1.63 -0.26
H 5.24 2.47 -1.22
H 5.63 0.75 -1.54
H 4.20 3.23 1.52
H 2.70 2.38 1.92
H 3.30 3.51 -0.89
H 2.54 4.45 0.39
H 1.08 4.62 -2.30
H 0.07 3.29 -2.89
H 1.84 3.11 -2.87
N -4.71 0.36 1.31
C -4.40 -0.50 0.13
C -2.91 -0.85 0.09
N -2.08 0.37 0.05
C -2.37 1.17 1.25
C -3.84 1.57 1.32
H -4.60 -0.17 2.19
H -5.70 0.65 1.27
H -4.69 0.04 -0.78
H -5.00 -1.41 0.18
H -2.72 -1.46 -0.79
H -2.63 -1.43 0.98
H -2.38 0.90 -0.77
H -1.76 2.08 1.25
H -2.09 0.58 2.12
H -4.11 2.19 0.46
H -4.03 2.15 2.23
S 1.15 -1.59 0.77
C 0.87 -3.14 0.09
N 1.24 -4.23 0.72
C 0.85 -5.51 0.16
C 0.49 -5.26 -1.30
S 0.12 -3.49 -1.44
H 1.72 -4.21 1.62
H 0.01 -5.91 0.74
H 1.67 -6.23 0.26
H -0.37 -5.85 -1.64
H 1.33 -5.48 -1.97
*
```

* energy above the lowest of the compared OMol25 structures with the same formula, charge and spin: 0.1608 eV
* expectation value of S²: 6.013

---

Entry 10:
ORCA calculation (ωB97M-V with the def2-TZVPD basis set) on a 2-piece molecular cluster, C2HBrCl2F2 overall in a non-equilibrium geometry.

```
! wB97M-V def2-TZVPD RIJCOSX def2/J DEFGRID3
* xyz 0 1
C 0.43 -1.22 -0.16
C -0.47 1.06 0.07
F 0.34 1.56 1.03
F -1.73 1.00 0.46
Cl -0.91 -2.13 0.32
Cl -0.16 1.79 -1.54
Br 1.90 -0.98 1.00
H 0.60 -1.09 -1.18
*
```

* energy above the lowest of the compared OMol25 structures with the same formula, charge and spin: 3.2440 eV

---

Entry 11:
ORCA calculation (ωB97M-V with the def2-TZVPD basis set) on FeH10O9S as an isolated structure in a non-equilibrium geometry.

```
! wB97M-V def2-TZVPD RIJCOSX def2/J DEFGRID3
* xyz 1 6
Fe 0.40 0.15 -0.17
S -2.45 -1.21 0.85
O -3.24 -0.17 1.60
O -2.34 -2.37 1.69
O -3.15 -1.54 -0.31
O -1.13 -0.65 0.51
O 0.41 1.23 1.47
H 0.27 2.20 1.55
H 0.15 0.83 2.27
O -0.79 1.58 -1.02
H -0.50 2.08 -1.82
H -1.59 1.97 -0.68
O 1.69 -1.19 0.65
H 1.41 -1.79 1.35
H 2.57 -1.48 0.50
O 0.41 -1.08 -1.78
H 0.83 -1.08 -2.66
H -0.14 -1.85 -1.76
O 2.01 1.23 -0.71
H 2.53 1.44 -1.49
H 2.63 1.69 -0.05
*
```

* energy above the lowest of the compared OMol25 structures with the same formula, charge and spin: 0.6249 eV
* expectation value of S²: 8.771